{"formula": "C24H18OS2", "method": "ωB97M-V/def2-TZVPD", "species": ["C", "C", "C", "C", "O", "C", "C", "C", "C", "C", "S", "C", "C", "C", "C", "C", "S", "C", "C", "C", "C", "C", "C", "C", "C", "C", "C", "H", "H", "H", "H", "H", "H", "H", "H", "H", "H", "H", "H", "H", "H", "H", "H", "H", "H"], "coordinates": [[-5.193495, -3.163939, 1.437895], [-4.224302, -2.640167, 0.595550], [-3.109784, -1.961948, 1.168386], [-2.995403, -1.783028, 2.542030], [-2.020968, -1.060256, 3.181139], [-0.842599, -0.679341, 2.515399], [0.002532, -1.606002, 1.830557], [1.222383, -1.113359, 1.296707], [1.623439, 0.205831, 1.452377], [0.801513, 1.122711, 2.107007], [1.303623, 2.844699, 2.206516], [2.237941, 3.065833, 0.675443], [3.583772, 3.410543, 0.811463], [4.410014, 3.475978, -0.282555], [3.887652, 3.215473, -1.558848], [2.539271, 2.902317, -1.713833], [1.782735, 2.761847, -3.303259], [1.198396, 1.096485, -3.361729], [-0.152129, 0.803229, -3.527296], [-0.588973, -0.510435, -3.555360], [0.354273, -1.548346, -3.454231], [1.703304, -1.256421, -3.290702], [2.120711, 0.072775, -3.173536], [1.727787, 2.817086, -0.579962], [-0.416199, 0.684618, 2.639695], [-4.004141, -2.290688, 3.363161], [-5.100047, -2.961765, 2.805737], [-6.087033, -3.639594, 1.028819], [-4.346837, -2.737593, -0.507549], [-2.360786, -1.542746, 0.517871], [-0.240716, -2.675493, 1.767589], [1.877426, -1.798355, 0.785580], [2.573115, 0.547443, 1.032885], [3.884728, 3.697595, 1.802892], [5.426800, 3.789116, -0.107606], [4.563582, 3.379756, -2.393435], [-0.830752, 1.626419, -3.666700], [-1.662514, -0.659642, -3.663806], [0.020198, -2.585229, -3.440792], [2.445272, -2.036113, -3.245264], [3.159449, 0.279445, -3.046188], [0.702904, 2.566277, -0.717554], [-1.085506, 1.344283, 3.158816], [-3.979345, -2.153148, 4.429318], [-5.911294, -3.306151, 3.437373]], "forces_ev_per_angstrom": [[-0.429, 0.234, -0.453], [0.737, 0.310, 0.216], [-0.613, -0.279, -0.765], [-0.805, -0.403, -0.139], [1.113, 0.456, -0.597], [1.360, 0.100, -0.415], [-0.099, 1.145, 0.521], [-0.997, -0.215, 0.654], [0.041, -0.060, -0.225], [-0.202, -0.313, -0.309], [-0.340, -0.036, -0.293], [0.197, -0.616, 0.536], [-0.758, 0.168, 0.359], [-0.485, 0.156, -0.255], [0.524, 0.446, 0.237], [0.248, -0.027, 0.551], [-0.007, 0.648, -0.691], [0.416, -0.404, 0.861], [0.415, 0.176, -0.193], [0.393, -0.124, -0.047], [-0.642, 0.065, 0.193], [-0.211, 0.674, 0.233], [-0.798, -0.826, -0.780], [0.276, 0.059, -0.112], [-0.442, -1.430, -0.218], [-0.687, -0.427, -0.356], [0.609, 0.290, 0.261], [0.345, 0.033, 0.070], [0.359, 0.143, 1.033], [0.128, 0.068, -0.137], [-0.023, 0.632, -0.043], [0.091, -0.157, -0.097], [-0.313, -0.237, 0.138], [0.522, -0.158, 0.196], [0.214, -0.056, -0.366], [-0.342, -0.329, -0.168], [-0.280, 0.111, 0.087], [0.318, -0.386, 0.017], [0.077, 0.224, -0.187], [0.006, -0.230, 0.112], [0.518, 0.259, 0.122], [-0.713, -0.175, 0.030], [-0.133, 0.340, 0.099], [0.219, 0.161, 0.215], [0.192, -0.009, 0.105]], "spin_multiplicity": 1, "charge": 0, "smiles": "c1ccc(Oc2cccc(Sc3cccc(Sc4ccccc4)c3)c2)cc1", "e_above_lowest_kj_mol": 0.00, "lumo_ev": 0.62, "gap_ev": 8.89}